No. 1
{"formula": "C4H7NO", "method": "ωB97M-V/def2-TZVPD", "symbols": ["C", "C", "C", "N", "C", "O", "H", "H", "H", "H", "H", "H", "H"], "coordinates": [[1.27, 0.94, 0.97], [0.00, 0.30, 0.49], [-0.70, 0.75, -0.73], [0.08, -0.61, -0.61], [-0.75, -1.71, -0.74], [-1.29, -2.28, 0.17], [1.89, 0.19, 1.46], [1.04, 1.74, 1.69], [1.82, 1.38, 0.14], [-0.67, -0.09, 1.26], [-1.79, 0.68, -0.70], [-0.06, 0.73, -1.61], [-0.85, -2.02, -1.80]], "smiles": "C[C@H]1CN1C=O", "largest_force_ev_per_a": 3.100, "e_lumo_ev": 0.979, "multiplicity": 1, "homo_ha": -0.36222, "de_lowest_ev": 3.164}


No. 2
{"formula": "C3H2N2O3", "method": "ωB97M-V/def2-TZVPD", "symbols": ["O", "C", "O", "N", "C", "N", "C", "O", "H", "H"], "coordinates": [[-0.69, -1.71, -0.97], [-0.09, -0.83, -0.40], [1.10, -1.01, 0.16], [1.74, 0.00, 0.91], [1.08, 1.08, 0.98], [-0.19, 1.42, 0.53], [-0.74, 0.50, -0.19], [-1.88, 0.70, -0.79], [1.63, 1.84, 1.57], [-2.18, -0.12, -1.18]], "smiles": "O=c1oncnc1O", "largest_force_ev_per_a": 1.757, "e_lumo_ev": -0.530, "multiplicity": 1, "homo_ha": -0.38949, "de_lowest_ev": 2.739}